Below is one molecule with the formula C22H25F3N2O3S, with properties calculated with ωB97M-V/def2-TZVPD.

Last columns: bonded neighbours and bond lengths (Å).
Geometry (Å):
1 C 6.8292 0.6164 -0.2316  O2 1.406, H32 1.095, H33 1.089, H34 1.095
2 O 6.2722 -0.6535 -0.4654  C1 1.406, C3 1.362
3 C 4.9951 -0.8911 -0.0548  O2 1.362, C4 1.396, C31 1.390
4 C 4.5122 -2.1800 -0.2875  C3 1.396, C5 1.378, H35 1.078
5 C 3.2348 -2.5270 0.0954  C4 1.378, C6 1.390, H36 1.080
6 C 2.4070 -1.6032 0.7236  C5 1.390, C7 1.502, C30 1.386
7 C 1.0037 -1.9659 1.1177  C6 1.502, C8 1.538, H37 1.091, H38 1.091
8 C 0.0530 -1.6466 -0.0483  C7 1.538, N9 1.451, H39 1.091, H40 1.089
9 N -1.3368 -1.8658 0.3082  C8 1.451, C10 1.344, C16 1.470
10 C -1.9778 -3.0407 0.1847  N9 1.344, O11 1.210, C12 1.555
11 O -3.0278 -3.3203 0.7167  C10 1.210
12 C -1.3478 -4.0780 -0.7872  C10 1.555, F13 1.347, F14 1.344, F15 1.328
13 F -1.1686 -3.5763 -2.0242  C12 1.347
14 F -0.1524 -4.5405 -0.3828  C12 1.344
15 F -2.1462 -5.1323 -0.9110  C12 1.328
16 C -1.9982 -0.9088 1.2069  N9 1.470, C17 1.550, C25 1.494, H41 1.099
17 C -1.2183 0.4263 1.3144  C16 1.550, O18 1.211, N19 1.339
18 O -0.5722 0.6957 2.3026  C17 1.211
19 N -1.3434 1.2241 0.2461  C17 1.339, C20 1.448, H42 1.011
20 C -0.7776 2.5545 0.1651  N19 1.448, C21 1.544, C24 1.536, H43 1.092
21 C 0.1230 2.6892 -1.0816  C20 1.544, C22 1.534, H44 1.091, H45 1.088
22 C -0.5376 3.7473 -1.9747  C21 1.534, C23 1.527, H46 1.090, H47 1.088
23 C -1.9990 3.7587 -1.5334  C22 1.527, C24 1.526, H48 1.088, H49 1.091
24 C -1.8913 3.5962 -0.0204  C20 1.536, C23 1.526, H50 1.089, H51 1.090
25 C -3.4043 -0.6469 0.7744  C16 1.494, C26 1.359, S29 1.740
26 C -4.4872 -0.4229 1.5644  C25 1.359, C27 1.414, H52 1.075
27 C -5.6626 -0.1514 0.8271  C26 1.414, C28 1.354, H53 1.075
28 C -5.4586 -0.1676 -0.5116  C27 1.354, S29 1.720, H54 1.071
29 S -3.8238 -0.5242 -0.9095  C25 1.740, C28 1.720
30 C 2.8865 -0.3215 0.9433  C6 1.386, C31 1.385, H55 1.081
31 C 4.1680 0.0401 0.5632  C3 1.390, C30 1.385, H56 1.079
32 H 6.8615 0.8510 0.8373  C1 1.095
33 H 7.8455 0.5683 -0.6196  C1 1.089
34 H 6.2784 1.4017 -0.7599  C1 1.095
35 H 5.1644 -2.8917 -0.7680  C4 1.078
36 H 2.8749 -3.5291 -0.0861  C5 1.080
37 H 0.9388 -3.0278 1.3591  C7 1.091
38 H 0.7061 -1.3853 1.9915  C7 1.091
39 H 0.1763 -0.6002 -0.3326  C8 1.091
40 H 0.3198 -2.2497 -0.9148  C8 1.089
41 H -2.0265 -1.3335 2.2205  C16 1.099
42 H -1.9341 0.9384 -0.5227  N19 1.011
43 H -0.2281 2.7021 1.0971  C20 1.092
44 H 0.1728 1.7300 -1.5987  C21 1.091
45 H 1.1388 2.9695 -0.8102  C21 1.088
46 H -0.0941 4.7255 -1.7859  C22 1.090
47 H -0.4218 3.5204 -3.0329  C22 1.088
48 H -2.5143 4.6736 -1.8196  C23 1.088
49 H -2.5342 2.9132 -1.9694  C23 1.091
50 H -2.8214 3.2740 0.4459  C24 1.089
51 H -1.5873 4.5397 0.4326  C24 1.090
52 H -4.4507 -0.4595 2.6378  C26 1.075
53 H -6.6179 0.0401 1.2810  C27 1.075
54 H -6.1622 -0.0045 -1.3030  C28 1.071
55 H 2.2528 0.4050 1.4317  C30 1.081
56 H 4.5091 1.0445 0.7592  C31 1.079

As for the structure (SMILES): COc1ccc(CCN(C(=O)C(F)(F)F)[C@@H](C(=O)NC2CCCC2)c2cccs2)cc1. As for the calculated total energy: -51331.0202 eV. The energy relative to the best compared isomer or geometry (same formula, charge and spin) comes out at 14.9 kcal/mol.

natural (NBO) atomic charge list, values in e, 4 entries: C -0.251; O -0.492; C 0.298; C -0.250


Below is one molecule with the formula C13H20BBrO2, with properties calculated with ωB97M-V/def2-TZVPD.

Last columns: bonded neighbours and bond lengths (Å).
Geometry (Å):
1 C 0.0686 3.5061 0.4083  C2 1.606, H18 1.121, H19 1.126, H20 1.130
2 C 0.2002 2.2434 -0.5756  C1 1.606, C3 1.572, H21 1.118, H22 1.126
3 C -1.1841 1.7746 -1.1546  C2 1.572, O4 1.448, H23 1.125, H24 1.130
4 O -1.2077 0.3985 -1.6039  C3 1.448, B5 1.408
5 B -1.2720 -0.5122 -0.5319  O4 1.408, C6 1.631, C14 1.611
6 C 0.0738 -1.3398 -0.1254  B5 1.631, O7 1.441, H25 1.137, H26 1.122
7 O 1.1516 -1.0248 -1.0286  C6 1.441, C8 1.380
8 C 2.3954 -1.0207 -0.4310  O7 1.380, C9 1.483, C13 1.460
9 C 3.4420 -0.2246 -1.1177  C8 1.483, C10 1.472, H27 1.114
10 C 4.8145 -0.1395 -0.5911  C9 1.472, C11 1.474, H28 1.115
11 C 5.1738 -0.8385 0.6554  C10 1.474, C12 1.458, H29 1.112
12 C 4.1554 -1.6442 1.3177  C11 1.458, C13 1.462, H30 1.114
13 C 2.8000 -1.7359 0.7763  C8 1.460, C12 1.462, H31 1.121
14 C -2.5663 -0.7910 0.3866  B5 1.611, Br15 2.005, C16 1.577, H32 1.129
15 Br -2.6607 0.4716 1.9408  C14 2.005
16 C -3.9463 -0.8071 -0.3765  C14 1.577, C17 1.605, H33 1.120, H34 1.121
17 C -4.9663 -1.6482 0.5339  C16 1.605, H35 1.122, H36 1.129, H37 1.126
18 H -0.9698 3.9281 0.4315  C1 1.121
19 H 0.8401 4.2754 0.1223  C1 1.126
20 H 0.3484 3.1961 1.4581  C1 1.130
21 H 0.7634 1.4667 -0.0010  C2 1.118
22 H 0.8214 2.6044 -1.4426  C2 1.126
23 H -2.0378 1.9520 -0.4437  C3 1.125
24 H -1.3829 2.4124 -2.0663  C3 1.130
25 H -0.1703 -2.4382 -0.2858  C6 1.137
26 H 0.2628 -1.0839 0.9508  C6 1.122
27 H 3.2379 0.3307 -2.0611  C9 1.114
28 H 5.6074 0.4468 -1.1105  C10 1.115
29 H 6.1886 -0.7728 1.1052  C11 1.112
30 H 4.3687 -2.1959 2.2615  C12 1.114
31 H 2.0241 -2.3375 1.3165  C13 1.121
32 H -2.4408 -1.8065 0.8636  C14 1.129
33 H -3.8714 -1.3291 -1.3646  C16 1.120
34 H -4.3654 0.2228 -0.5182  C16 1.121
35 H -5.9866 -1.1823 0.5411  C17 1.122
36 H -4.6200 -1.6571 1.6083  C17 1.129
37 H -5.0898 -2.7001 0.1521  C17 1.126

As for the structure (SMILES): CCCOB(COc1ccccc1)[C@@H](Br)CC. As for the calculated total energy: -88617.9178 eV.

natural (NBO) atomic charge list, values in e, 4 entries: C -0.621; C -0.435; C -0.068; O -0.751


| no. | HOMO energy (eV) |
| --- | --- |
| 1 | -8.4 |
| 2 | -8.4 |